# C23H31NO6Se2Te2Zr

C23H31NO6Se2Te2Zr as an isolated structure (ωB97M-V with the def2-TZVPD basis set, the OMol25 dataset).

```
66
Properties=species:S:1:pos:R:3:lowdin_charge:R:1
Te 2.824 -3.677 -0.766 0.254
Te 3.891 -3.347 1.701 0.249
Zr 0.900 -1.474 0.435 1.122
Se 0.373 -4.052 -0.436 -0.047
Se 3.260 -0.897 1.548 -0.129
O -0.605 -0.735 -1.440 -0.003
O -2.672 -0.519 -2.256 0.170
O -0.716 -3.521 3.722 0.123
O 0.468 -2.197 2.342 -0.303
O 0.550 0.466 0.735 -0.359
O 1.515 -1.582 -3.350 -0.218
N -1.477 -1.872 0.759 0.032
C -2.399 -1.583 -0.151 -0.177
C 0.310 1.695 1.245 -0.230
C -3.725 -1.934 0.020 0.036
C 2.413 -0.529 -3.658 -0.276
C -2.658 0.754 3.034 -0.053
C -0.193 4.271 2.199 -0.078
C 1.780 2.588 -0.595 -0.375
C -0.750 3.169 2.824 -0.042
C 0.903 2.805 0.620 -0.129
C 3.183 -0.163 -2.413 -0.086
C -3.094 -2.956 2.100 0.048
C 0.904 2.396 -1.838 -0.050
C -0.183 -3.081 -4.107 -0.078
C 2.809 3.691 -0.826 -0.068
C -0.512 1.879 2.367 -0.128
C 0.634 4.077 1.105 -0.039
C -4.069 -2.630 1.170 -0.008
C -1.808 -0.908 -1.332 -0.433
C -0.603 -2.818 2.750 -0.583
C 0.663 -1.874 -4.438 -0.289
C -1.796 -2.545 1.851 -0.194
C -0.628 0.590 4.528 -0.042
C -1.130 0.701 3.087 -0.375
H -3.040 1.628 3.565 0.077
H 1.854 0.339 -4.032 0.110
H 2.333 1.663 -0.417 0.092
H 1.267 -2.061 -5.336 0.122
H -0.862 -3.307 -4.928 0.079
H 0.232 1.544 -1.712 0.059
H 0.295 3.290 -2.000 0.090
H 3.392 3.877 0.077 0.088
H 3.795 -0.991 -2.062 0.040
H -0.797 -0.192 2.569 0.077
H -3.305 -3.514 3.001 0.134
H 3.839 0.688 -2.608 0.091
H -0.760 -2.905 -3.198 0.035
H 3.494 3.397 -1.623 0.074
H 2.338 4.628 -1.133 0.075
H 0.451 -3.950 -3.927 0.075
H -0.912 1.463 5.119 0.076
H -1.044 -0.297 5.010 0.081
H 3.097 -0.847 -4.456 0.124
H -2.178 -0.103 -2.981 0.147
H -0.392 5.270 2.565 0.100
H -3.093 -0.133 3.501 0.073
H -5.097 -2.926 1.333 0.119
H 1.086 4.937 0.626 0.104
H 1.515 2.232 -2.728 0.067
H 0.460 0.503 4.543 0.091
H -1.384 3.308 3.693 0.110
H -4.458 -1.678 -0.732 0.127
H -3.011 0.814 2.001 0.078
H 2.490 0.130 -1.621 0.026
H 0.033 -0.995 -4.646 0.115
```

Values from the calculation:
ΔE to the lowest compared entry with this formula, charge and spin	22.07	kJ/mol
frontier orbital gap	6.038	eV

***

# C8H18NO2P

One molecule with the formula C8H18NO2P (ωB97M-V with the def2-TZVPD basis set, the OMol25 dataset).

```
30
Properties=species:S:1:pos:R:3:lowdin_charge:R:1
P -2.901 -0.847 -0.176 0.670
O -4.281 0.033 -0.604 -0.289
O -3.029 -1.141 1.437 -0.345
N -1.850 0.463 -0.113 -0.231
C 0.868 -0.184 1.339 -0.247
C 0.488 1.113 2.015 -0.098
C -1.549 1.325 -1.163 -0.412
C 0.980 1.070 -0.969 -0.138
C 1.871 -2.407 -0.554 -0.056
C -0.214 2.046 -0.876 -0.202
C 0.703 -1.387 -0.865 -0.185
C 0.822 -0.138 -0.111 -0.176
H 0.297 -1.087 1.623 0.140
H -4.918 -0.580 -0.891 -0.016
H 0.621 -1.148 -1.927 0.115
H -1.526 0.900 -2.313 0.142
H 0.680 0.869 3.063 0.071
H 1.143 1.978 1.748 0.089
H 1.873 1.566 -0.466 0.146
H 1.935 -0.473 1.612 0.150
H -0.631 1.113 1.696 0.095
H -0.449 2.592 0.057 0.105
H 1.594 -3.455 -0.734 0.077
H -2.256 2.128 -1.269 0.089
H -0.206 -1.815 -0.577 0.059
H 0.002 2.900 -1.514 0.102
H 1.244 0.878 -2.074 0.146
H 2.355 -2.372 0.389 0.044
H 2.771 -2.313 -1.183 0.074
H -3.806 -0.682 1.888 0.080
```

Values from the calculation:
ΔE to the lowest compared entry with this formula, charge and spin	215.21	kJ/mol
frontier orbital gap (spin up / spin down)	5.824 / 6.446	eV

***

# C9H17N6

An isolated ion of composition C9H17N6 and charge +1 (ωB97M-V with the def2-TZVPD basis set, the OMol25 dataset).

```
32
Properties=species:S:1:pos:R:3:lowdin_charge:R:1
N 3.135 -0.441 -1.184 0.175
N 1.700 -1.478 0.235 0.117
N 1.270 2.314 -2.832 0.207
N 0.387 -1.478 0.699 -0.315
N 0.992 0.129 -1.493 0.102
N 0.452 -2.159 2.008 0.131
C 0.765 1.415 -2.012 -0.239
C -0.731 0.830 0.160 -0.201
C -0.305 1.037 -1.225 0.072
C -1.099 3.065 1.322 -0.099
C -1.723 1.933 0.561 -0.211
C -0.524 -2.271 -0.177 -0.150
C -0.320 -0.165 1.004 0.015
C -1.849 -2.573 0.585 -0.064
C 1.880 -0.690 -0.808 -0.407
H -2.476 -2.911 -0.215 0.068
H -2.258 -1.684 1.022 0.055
H -0.840 -0.298 1.998 0.148
H -0.815 -1.615 -0.977 0.107
H 3.816 -1.090 -0.881 0.109
H -0.117 -3.185 -0.641 0.142
H 3.208 0.002 -2.086 0.112
H 1.022 3.334 -2.532 0.197
H 0.860 -3.119 1.800 0.152
H -1.845 3.931 1.474 0.115
H 1.893 2.132 -3.558 0.100
H -2.559 1.416 1.175 0.154
H -2.002 2.330 -0.384 0.092
H -0.851 2.845 2.287 0.034
H -1.819 -3.451 1.363 0.120
H -0.206 3.465 0.745 0.101
H 0.959 -1.571 2.567 0.062
```

Values from the calculation:
ΔE to the lowest compared entry with this formula, charge and spin	756.50	kJ/mol
charge	+1
frontier orbital gap	7.964	eV

***

# C33H91CuF3N11O10P2S

C33H91CuF3N11O10P2S as an isolated structure (ωB97M-V with the def2-TZVPD basis set, the OMol25 dataset).

```
152
Properties=species:S:1:pos:R:3:lowdin_charge:R:1
Cu -22.481 -12.169 -3.098 0.608
S -20.313 -12.968 -5.681 0.511
P -20.932 -14.613 -0.873 0.592
P -17.134 -12.650 -10.996 0.559
F -19.505 -15.422 -5.236 0.133
F -19.730 -14.991 -7.358 0.111
F -21.454 -15.370 -6.115 0.117
O -21.876 -8.020 -8.878 -0.162
O -22.295 -19.489 -6.315 -0.157
O -18.933 -12.509 -5.634 -0.297
O -21.052 -12.288 -6.729 -0.335
O -18.664 -18.888 -2.326 -0.184
O -21.570 -13.533 -1.672 -0.292
O -20.961 -13.028 -4.368 -0.331
O -16.419 -11.506 -11.560 -0.226
O -23.550 -15.589 -9.928 -0.172
O -15.995 -8.718 -1.518 -0.183
N -16.657 -20.266 -5.097 0.025
N -23.906 -13.275 -7.165 0.036
N -20.624 -9.538 -5.749 0.032
N -17.033 -14.028 -12.017 -0.229
N -21.534 -16.168 -1.186 -0.287
N -16.749 -13.183 -9.481 -0.305
N -18.812 -12.421 -10.832 -0.147
N -18.684 -10.126 -3.579 0.046
N -20.988 -14.518 0.794 -0.295
N -19.279 -14.687 -1.206 -0.264
N -19.090 -21.354 -6.804 0.043
C -16.916 -13.850 -13.476 -0.045
C -20.493 -20.654 -8.644 -0.057
C -16.856 -9.720 -1.992 -0.229
C -22.815 -16.488 -0.540 -0.094
C -23.682 -12.496 -9.434 -0.069
C -21.667 -8.988 -7.876 -0.196
C -21.301 -20.502 -6.246 -0.202
C -17.608 -18.002 -4.991 -0.055
C -18.325 -19.769 -3.364 -0.207
C -24.066 -13.705 -8.552 -0.393
C -23.123 -14.894 -8.784 -0.223
C -21.814 -18.217 -5.995 -0.141
C -21.425 -16.731 -2.531 -0.107
C -17.256 -12.511 -8.284 -0.064
C -19.731 -19.372 -1.539 -0.106
C -15.444 -9.048 -0.274 -0.123
C -18.448 -15.901 -1.207 -0.094
C -20.250 -14.791 -6.135 -0.633
C -21.951 -13.644 1.435 -0.107
C -18.631 -13.646 -2.044 -0.093
C -19.778 -13.467 -10.443 -0.016
C -21.417 -8.345 -10.163 -0.114
C -19.161 -8.596 -7.426 -0.039
C -22.816 -16.801 -10.084 -0.089
C -17.599 -9.221 -3.222 -0.452
C -17.534 -15.307 -11.592 -0.123
C -20.577 -8.593 -6.865 -0.397
C -15.456 -13.843 -9.365 -0.083
C -20.127 -20.379 -7.195 -0.445
C -17.194 -19.216 -4.201 -0.409
C -20.416 -15.582 1.611 -0.104
C -19.365 -11.125 -11.039 -0.062
C -18.216 -7.840 -3.017 -0.054
H -18.422 -11.035 -3.939 0.036
H -21.800 -21.458 -6.431 0.131
H -19.186 -9.691 -4.365 0.018
H -22.129 -16.181 -3.163 0.093
H -19.005 -7.883 -2.264 0.083
H -23.251 -17.313 -10.944 0.091
H -22.626 -9.199 -7.398 0.129
H -21.299 -9.917 -8.336 0.097
H -21.057 -21.585 -8.742 0.088
H -20.882 -15.569 2.597 0.083
H -24.466 -11.749 -9.283 0.077
H -21.004 -20.660 -5.201 0.110
H -18.943 -7.722 -8.045 0.085
H -21.838 -16.502 -10.482 0.077
H -18.683 -10.320 -11.301 0.101
H -15.315 -14.662 -10.073 0.079
H -22.691 -12.096 -9.218 0.048
H -18.620 -18.046 -5.406 0.058
H -21.671 -7.588 -10.899 0.096
H -20.333 -8.507 -10.123 0.069
H -19.664 -20.705 -9.348 0.075
H -19.154 -12.692 -1.974 0.066
H -16.487 -21.165 -4.670 0.082
H -20.650 -19.605 -2.085 0.083
H -18.664 -7.559 -3.972 0.066
H -16.218 -9.205 0.486 0.087
H -22.956 -12.910 -7.076 0.018
H -21.332 -17.690 -6.825 0.072
H -22.707 -16.859 0.484 0.076
H -16.390 -14.713 -13.873 0.101
H -20.150 -11.089 -11.807 0.123
H -17.466 -7.120 -2.697 0.075
H -23.218 -15.522 -7.894 0.116
H -22.959 -13.867 1.057 0.069
H -19.758 -14.209 -11.233 0.088
H -17.644 -17.124 -4.344 0.066
H -17.617 -13.429 -1.709 0.083
H -19.955 -18.584 -0.822 0.074
H -18.543 -16.463 -2.140 0.047
H -19.595 -13.811 -9.425 0.085
H -16.853 -16.146 -11.767 0.107
H -14.825 -8.230 0.097 0.087
H -18.330 -8.666 -6.726 0.078
H -25.098 -13.968 -8.780 0.144
H -16.947 -17.814 -5.838 0.082
H -18.067 -20.736 -2.907 0.134
H -22.604 -17.549 -5.645 0.086
H -23.399 -15.576 -0.371 0.069
H -16.845 -9.113 -4.016 0.134
H -16.347 -12.928 -13.595 0.082
H -17.797 -15.238 -10.540 0.073
H -16.308 -18.940 -3.619 0.138
H -18.323 -12.343 -8.423 0.059
H -21.187 -19.863 -8.950 0.069
H -18.582 -21.617 -7.639 0.059
H -17.408 -15.597 -1.116 0.090
H -19.145 -19.992 -4.059 0.110
H -22.103 -14.493 -8.871 0.105
H -14.786 -9.925 -0.297 0.087
H -19.477 -20.299 -1.016 0.096
H -21.791 -12.591 1.190 0.081
H -21.115 -18.236 -5.147 0.077
H -21.639 -17.798 -2.562 0.066
H -19.661 -19.386 -7.116 0.116
H -15.830 -19.986 -5.602 0.077
H -20.782 -7.593 -6.471 0.143
H -14.648 -13.111 -9.346 0.100
H -21.846 -9.282 -10.548 0.079
H -19.354 -15.423 1.806 0.087
H -21.992 -13.756 2.514 0.084
H -23.385 -17.209 -1.118 0.089
H -18.390 -20.872 -6.238 0.020
H -18.646 -13.957 -3.089 0.066
H -19.932 -10.863 -10.134 0.088
H -16.749 -11.563 -8.096 0.104
H -21.547 -9.733 -5.377 0.079
H -22.792 -17.469 -9.226 0.084
H -17.906 -13.686 -13.906 0.097
H -20.627 -16.584 1.232 0.064
H -20.361 -10.440 -6.179 0.035
H -20.779 -13.036 -10.392 0.087
H -19.065 -9.439 -8.125 0.059
H -18.828 -16.564 -0.431 0.062
H -18.440 -15.675 -12.094 0.097
H -15.465 -14.438 -8.446 0.095
H -17.131 -13.205 -7.456 0.088
H -17.586 -10.036 -1.238 0.126
H -23.757 -12.673 -10.514 0.077
H -24.433 -12.447 -6.906 0.072
H -16.263 -10.575 -2.352 0.126
H -20.381 -16.694 -2.844 0.062
```

Values from the calculation:
spin multiplicity	2
charge	+1
frontier orbital gap (spin up / spin down)	7.112 / 3.484	eV

***

Repeat the second record exactly.
# C8H18NO2P

One molecule with the formula C8H18NO2P (ωB97M-V with the def2-TZVPD basis set, the OMol25 dataset).

```
30
Properties=species:S:1:pos:R:3:lowdin_charge:R:1
P -2.901 -0.847 -0.176 0.670
O -4.281 0.033 -0.604 -0.289
O -3.029 -1.141 1.437 -0.345
N -1.850 0.463 -0.113 -0.231
C 0.868 -0.184 1.339 -0.247
C 0.488 1.113 2.015 -0.098
C -1.549 1.325 -1.163 -0.412
C 0.980 1.070 -0.969 -0.138
C 1.871 -2.407 -0.554 -0.056
C -0.214 2.046 -0.876 -0.202
C 0.703 -1.387 -0.865 -0.185
C 0.822 -0.138 -0.111 -0.176
H 0.297 -1.087 1.623 0.140
H -4.918 -0.580 -0.891 -0.016
H 0.621 -1.148 -1.927 0.115
H -1.526 0.900 -2.313 0.142
H 0.680 0.869 3.063 0.071
H 1.143 1.978 1.748 0.089
H 1.873 1.566 -0.466 0.146
H 1.935 -0.473 1.612 0.150
H -0.631 1.113 1.696 0.095
H -0.449 2.592 0.057 0.105
H 1.594 -3.455 -0.734 0.077
H -2.256 2.128 -1.269 0.089
H -0.206 -1.815 -0.577 0.059
H 0.002 2.900 -1.514 0.102
H 1.244 0.878 -2.074 0.146
H 2.355 -2.372 0.389 0.044
H 2.771 -2.313 -1.183 0.074
H -3.806 -0.682 1.888 0.080
```

Values from the calculation:
ΔE to the lowest compared entry with this formula, charge and spin	215.21	kJ/mol
frontier orbital gap (spin up / spin down)	5.824 / 6.446	eV